Entry 1:
4
Properties=species:S:1:pos:R:3:forces:R:3:nbo_charge:R:1 method="wB97M-V/def2-TZVPD" e_above_lowest_kj_mol=45.7 largest_force_ev_per_a=1.17 homo_ev=-3.485 energy_ev=-14604.309 e_lumo_ev=3.59 molar_mass_g_mol=53.47 gap_ev=7.076 charge=-1 spin_multiplicity=1
O -0.514 1.440 0.458 1.074 -0.212 -0.402 -0.95
H 0.255 1.973 0.155 -0.822 -0.705 0.306 0.46
H -0.239 0.506 0.319 -0.259 0.842 0.078 0.49
Cl 0.497 -3.919 -0.932 0.007 0.074 0.018 -1.00

---

Entry 2:
5
Properties=species:S:1:pos:R:3:forces:R:3:nbo_charge:R:1 method="wB97M-V/def2-TZVPD" e_above_lowest_kj_mol=94.4 largest_force_ev_per_a=4.03 homo_ev=-9.510 energy_ev=-32678.288 e_lumo_ev=-0.20 molar_mass_g_mol=100.51 smiles=PSCl gap_ev=9.313 charge=0 spin_multiplicity=1
P -0.142 -1.057 -0.128 0.826 -1.976 3.412 0.23
S -0.225 0.386 1.394 0.014 -0.102 -0.687 -0.01
Cl 0.021 2.199 0.459 0.087 -0.041 0.102 -0.18
H -0.795 -0.515 -1.100 -1.576 1.674 -2.496 -0.03
H 1.141 -1.012 -0.626 0.649 0.444 -0.330 -0.02

---

Entry 3:
56
Properties=species:S:1:pos:R:3:forces:R:3:nbo_charge:R:1 method="wB97M-V/def2-TZVPD" e_above_lowest_kj_mol=166.5 largest_force_ev_per_a=4.40 homo_ev=-7.129 energy_ev=-56066.594 e_lumo_ev=2.16 molar_mass_g_mol=405.70 gap_ev=9.287 charge=-1 spin_multiplicity=1
Cl -0.206 -0.032 0.207 -0.842 -0.146 0.252 2.45
O -0.206 1.424 0.553 -0.227 -3.195 -0.302 -0.83
O 0.310 -0.817 1.390 -1.276 1.777 -2.318 -0.84
O -1.579 -0.519 -0.218 3.616 1.903 1.647 -0.85
O 0.725 -0.292 -0.932 -1.799 1.047 1.575 -0.83
O -3.646 -1.775 -1.041 -0.917 -0.037 0.033 -0.96
H -4.163 -0.990 -1.258 0.038 -0.097 -0.118 0.46
H -2.827 -1.390 -0.720 0.108 -0.305 -0.244 0.48
O 2.234 -0.944 3.990 0.425 2.009 1.223 -0.97
H 2.069 -1.675 3.429 -0.318 -1.566 -1.101 0.49
H 3.072 -1.120 4.416 0.158 -0.082 0.052 0.45
O -0.771 -1.239 3.825 -0.521 -0.733 0.916 -0.98
H -0.411 -1.057 2.954 -0.144 0.594 -0.195 0.49
H -1.513 -0.658 4.027 0.309 0.103 -0.439 0.47
O 1.477 2.067 -2.383 0.491 1.267 -1.024 -0.94
H 2.384 2.281 -2.608 -0.014 0.490 -0.185 0.46
H 1.615 1.248 -1.953 -0.364 -1.674 0.895 0.50
O 0.584 3.751 1.886 0.196 -0.649 -1.341 -0.94
H -0.316 3.414 1.759 0.758 0.730 0.451 0.48
H 0.700 4.075 2.760 -0.312 0.300 1.103 0.47
O -0.796 -2.540 -2.498 -1.303 -0.367 -0.862 -0.98
H -0.729 -2.661 -1.571 -0.494 -0.546 1.512 0.48
H 0.036 -2.146 -2.665 1.761 0.658 -1.056 0.48
O -2.968 1.668 -1.915 -2.219 -1.282 2.082 -0.99
H -2.044 1.734 -1.715 1.018 0.663 -0.624 0.51
H -3.199 2.043 -2.734 0.297 0.942 -1.302 0.46
O 2.756 1.493 1.639 0.819 -0.185 -0.420 -0.96
H 2.982 0.560 1.753 -0.460 0.277 0.379 0.46
H 1.871 1.624 1.985 -0.275 -0.046 0.008 0.50
O 1.960 -3.078 2.416 -0.042 -0.785 0.517 -0.97
H 1.133 -3.518 2.595 -0.447 -0.274 0.717 0.47
H 1.850 -2.914 1.480 0.358 0.679 -1.253 0.50
O -0.805 -3.216 0.087 0.366 -0.322 -0.141 -0.92
H -1.300 -3.034 0.859 -1.354 1.364 1.099 0.47
H -0.460 -4.034 0.403 1.002 -1.377 -0.501 0.46
O 2.324 -1.949 0.005 -0.829 -1.443 -1.140 -0.96
H 3.006 -1.664 0.559 1.677 0.807 1.233 0.45
H 1.673 -1.226 -0.059 0.719 -0.494 -0.272 0.49
O 3.403 0.103 -2.199 0.410 -0.007 -0.170 -0.95
H 3.867 0.602 -1.526 0.016 0.036 0.488 0.49
H 3.973 0.159 -2.968 0.170 -0.039 -0.242 0.47
O -3.178 0.390 2.139 -0.952 1.627 -0.444 -0.97
H -2.899 -0.508 2.043 0.187 -0.831 -0.528 0.48
H -3.623 0.664 1.298 0.776 -0.774 0.964 0.48
O -1.216 0.175 -3.252 3.487 0.935 -0.301 -1.00
H -2.050 0.286 -3.631 -1.990 -0.603 -0.003 0.48
H -1.079 -0.491 -2.575 -1.132 -0.612 -0.205 0.51
O 1.397 -1.309 -3.573 1.125 -1.356 0.104 -0.96
H 2.130 -0.918 -3.095 0.077 -0.124 0.464 0.48
H 0.954 -0.572 -3.933 -1.316 1.453 -0.682 0.49
O -2.252 3.619 1.487 -1.818 1.381 -0.344 -0.94
H -1.810 2.809 1.579 0.756 -2.265 0.297 0.46
H -3.126 3.316 1.176 0.519 0.442 0.060 0.48
O -0.721 3.162 -1.420 -1.156 0.200 1.269 -0.99
H 0.108 2.847 -1.763 0.859 -0.194 -0.439 0.49
H -0.727 2.795 -0.506 0.025 0.725 -1.141 0.47

---

Entry 4:
8
Properties=species:S:1:pos:R:3:forces:R:3:nbo_charge:R:1 method="wB97M-V/def2-TZVPD" e_above_lowest_kj_mol=48.4 largest_force_ev_per_a=2.19 homo_ev=-10.227 energy_ev=-28432.049 e_lumo_ev=-0.51 molar_mass_g_mol=114.56 smiles="N=[S@@](N)(=O)Cl" gap_ev=9.721 charge=0 spin_multiplicity=1
N -0.220 -0.445 -1.561 -0.394 -1.107 0.982 -1.04
N -0.912 0.660 0.671 -0.072 1.133 -0.595 -1.01
O 0.234 -1.485 0.825 0.445 0.002 -0.278 -0.87
S 0.061 -0.392 -0.080 1.417 0.772 -1.482 2.12
Cl 1.962 0.882 -0.298 -0.793 -0.757 0.987 -0.43
H 0.322 -1.250 -1.935 -0.415 0.699 0.062 0.40
H -0.896 0.430 1.627 -0.344 -1.236 1.551 0.41
H -0.552 1.600 0.753 0.156 0.494 -1.227 0.42

---

Q: What is the charge in the second record?
A: 0